(1)
{
  "formula": "C10H20MoN2PS",
  "method": "ωB97M-V with the def2-TZVPD basis set",
  "species": ["C", "H", "H", "C", "H", "C", "H", "C", "N", "H", "H", "C", "H", "H", "C", "H", "H", "C", "H", "H", "P", "C", "H", "H", "C", "H", "N", "S", "Mo", "H", "H", "H", "C", "H", "H"],
  "positions_angstrom": [[2.744213, -1.736614, 0.484120], [0.494325, 0.893329, 3.919805], [3.323607, -0.548047, 5.441712], [0.659863, -0.070297, 4.433928], [0.757902, 0.125286, 5.503378], [2.716336, -1.325519, 4.962761], [2.263846, -0.856996, -0.023011], [-0.323578, 1.467409, -1.744262], [2.893938, -1.436729, 1.911882], [-1.933158, -2.716149, 0.108232], [4.381925, -0.474271, 3.054531], [-1.062132, 1.767464, 0.457898], [1.768679, 2.236005, -1.342672], [2.045172, -1.740855, 5.729762], [0.771728, 1.983104, -0.976979], [-1.719107, 1.924619, 1.307201], [3.756937, -1.876158, 0.091007], [-1.468209, 1.312851, -0.857580], [4.447031, -2.300018, 3.080158], [-0.189938, -3.177225, -1.009250], [-1.046781, -2.066919, -0.789425], [0.306001, 2.213259, 0.380554], [4.930760, -1.400848, 1.632379], [3.354321, -2.129063, 4.586544], [4.242707, -1.399862, 2.479766], [-2.471397, 0.978584, -1.129227], [1.882049, -0.686849, 3.929228], [0.224727, -1.049083, 1.903993], [0.119909, -0.023826, -0.100178], [-1.838423, -2.150405, -1.957058], [-0.210490, -0.725109, 4.256950], [0.851143, 2.731737, 1.171895], [1.834532, -1.077966, 2.636373], [2.155730, -2.661084, 0.335301], [-0.293760, 1.191345, -2.798784]],
  "atomic_forces_ev_per_a": [[-0.142, -0.288, 0.272], [-0.034, -0.493, 0.263], [0.028, -0.306, -0.047], [-0.495, 0.586, 0.352], [0.176, -0.058, -0.146], [-0.014, 0.207, 0.492], [0.412, -0.378, 0.023], [-0.617, -0.145, 0.252], [-0.201, -0.002, 0.404], [0.170, 0.177, -0.161], [0.006, -0.387, -0.047], [0.149, 1.059, -1.037], [-0.435, -0.181, 0.099], [0.225, 0.020, -0.307], [-0.466, 0.146, 0.876], [0.161, -0.379, -0.130], [-0.437, 0.088, -0.157], [0.492, 0.678, 0.180], [0.080, 0.484, -0.267], [-0.266, 0.048, -0.096], [-0.073, -0.332, -0.174], [-0.549, 0.087, -0.911], [0.058, 0.109, 0.292], [-0.406, 0.355, 0.131], [0.300, -0.109, -0.410], [0.472, 0.162, 0.107], [0.069, -0.938, -0.591], [0.544, -1.366, 2.147], [1.052, -0.048, -1.705], [0.153, -0.007, 0.139], [0.374, 0.359, 0.351], [-0.106, -0.461, -0.288], [-0.872, 0.573, -0.277], [0.246, 0.538, -0.030], [-0.055, 0.204, 0.401]],
  "nbo_charge": [-0.364, 0.221, 0.221, -0.419, 0.223, -0.415, 0.182, -0.329, -0.399, 0.035, 0.226, -0.272, 0.259, 0.223, -0.263, 0.261, 0.236, -0.263, 0.214, 0.018, 0.235, -0.279, 0.225, 0.218, -0.412, 0.261, -0.411, -0.081, 0.213, 0.043, 0.229, 0.256, 0.415, 0.233, 0.262],
  "homo_ev": [-10.52, -10.06],
  "relative_energy_kcal_mol": 0.0,
  "lumo_energy_ev": [-3.07, -3.37],
  "total_charge": 1,
  "multiplicity": 3
}



(2)
{
  "formula": "C10H20N2O3",
  "method": "ωB97M-V with the def2-TZVPD basis set",
  "species": ["C", "H", "H", "H", "C", "C", "H", "H", "H", "O", "H", "H", "C", "H", "H", "H", "H", "H", "H", "H", "H", "C", "C", "H", "H", "C", "H", "O", "N", "C", "C", "H", "C", "N", "O"],
  "positions_angstrom": [[-0.494540, 1.573903, -1.028654], [-1.986711, -2.166043, 3.023307], [4.178618, 1.853601, -1.294159], [-2.114642, -0.406890, 1.981476], [1.937252, 1.431258, -1.201761], [2.177424, -0.088063, -0.896086], [3.229942, -0.249757, -1.210388], [3.332750, 2.409518, 0.190966], [1.733622, 1.576178, -2.271193], [-0.949065, 2.216070, -2.011252], [2.120374, -0.335321, 0.108615], [-0.082445, -0.438696, 0.895203], [3.210273, 2.334347, -0.876630], [-4.160206, -1.734189, 0.827054], [1.776059, 2.238819, 1.521471], [-3.306422, -1.732154, -0.698587], [0.971008, -2.151637, 0.711175], [1.546181, -0.836774, -1.483394], [-1.819819, 0.263464, -1.216392], [-2.292144, -3.381146, 1.788677], [-3.761688, -0.266570, 0.136170], [-2.135467, -1.179337, 1.097297], [-0.501327, -1.903494, -0.599893], [0.123881, 1.960047, 1.572752], [3.158825, 3.289071, -1.406818], [-0.988854, -0.656618, 0.294138], [0.782989, 3.088394, -0.546817], [0.652646, -2.481092, -0.151745], [0.957853, 1.764560, 1.096132], [-1.736246, -2.405801, 1.971260], [-3.424973, -1.259469, 0.275956], [-0.609061, -2.633628, 1.930442], [0.743153, 2.047349, -0.373453], [-1.183032, 0.481347, -0.515872], [-1.086207, -2.221244, -1.638999]],
  "atomic_forces_ev_per_a": [[-1.583, 0.838, -0.564], [0.296, -0.195, -0.524], [-1.563, 0.523, 0.720], [-1.223, -0.671, -1.874], [0.699, 0.419, 0.748], [0.568, 0.550, -3.359], [-0.565, -0.295, 0.142], [0.200, 0.397, 0.312], [-0.147, -0.161, 0.304], [1.067, -2.002, 2.307], [-0.165, -0.146, 2.013], [-0.772, -0.095, 0.256], [0.694, -2.057, -1.667], [-1.538, -1.183, 1.026], [-1.132, -0.248, -0.713], [0.195, -0.148, 0.162], [-0.557, 0.123, -0.720], [0.806, 1.472, 0.596], [-1.900, -0.323, -1.451], [0.738, 1.219, -0.307], [-0.460, 1.120, -0.420], [0.170, 1.529, 2.788], [-0.880, 1.164, -1.250], [-1.026, 0.557, 1.049], [-0.286, 0.064, 0.502], [4.057, -2.170, -0.488], [-0.116, 1.257, -0.324], [-0.769, -0.799, -0.496], [0.938, -0.604, -1.675], [0.507, -1.448, 0.207], [1.696, 0.450, 0.008], [-1.796, 0.247, 0.165], [2.358, -0.947, 0.825], [-0.449, 1.314, -0.918], [1.941, 0.245, 2.621]],
  "nbo_charge": [0.687, 0.220, 0.210, 0.204, -0.197, -0.628, 0.218, 0.191, 0.226, -0.611, 0.197, 0.226, -0.610, 0.216, 0.380, 0.238, 0.497, 0.227, 0.403, 0.227, 0.218, -0.209, 0.793, 0.367, 0.220, -0.143, 0.211, -0.687, -0.872, -0.622, -0.631, 0.196, -0.154, -0.624, -0.583],
  "homo_ev": -9.47,
  "relative_energy_kcal_mol": 60.2,
  "lumo_energy_ev": 0.48
}



(3)
{
  "formula": "C10H20N2O3",
  "method": "ωB97M-V with the def2-TZVPD basis set",
  "species": ["N", "H", "C", "H", "H", "C", "H", "H", "H", "O", "H", "C", "O", "C", "C", "H", "C", "O", "H", "H", "N", "H", "H", "C", "H", "H", "H", "H", "H", "H", "C", "C", "H", "H", "C"],
  "positions_angstrom": [[1.067512, -1.878330, 0.196183], [1.572917, -2.186346, -0.606728], [-1.502514, 1.479263, -0.185438], [-3.739518, -1.728249, -1.260988], [0.233210, -1.220190, -0.041947], [-3.202581, -0.720845, 1.279266], [-0.974398, 0.471265, 2.097346], [4.295231, 0.098655, -1.749322], [-2.640993, -0.842754, 2.223192], [-0.524787, 2.583127, -0.082294], [-3.761177, 0.271730, 1.289231], [-2.292013, -0.909781, 0.018470], [-2.600784, 1.787068, -0.613378], [0.945319, 0.102548, 1.603941], [-3.191841, -0.810778, -1.251528], [3.288660, 1.592809, 0.801228], [1.768824, -0.623975, 0.519245], [1.366629, 0.669797, 2.597154], [-1.817118, -1.894506, 0.207085], [1.478222, 0.284180, -1.440558], [-0.465304, 0.073308, 1.390543], [4.054000, -1.002248, -0.241217], [-0.407025, 0.098767, -0.653261], [3.575096, -0.577754, -1.184575], [3.474649, 2.015893, -0.915791], [1.946255, 2.349671, -0.152596], [3.322798, -1.547616, -1.699006], [-2.724791, -0.806729, -2.235599], [-1.164207, 3.273384, -0.119215], [-3.900083, -0.016694, -1.420269], [-1.133427, 0.107010, 0.149237], [2.726704, 1.504304, -0.176936], [2.707962, -0.646388, 1.104722], [-4.076886, -1.447501, 1.255288], [2.295445, 0.097902, -0.701490]],
  "atomic_forces_ev_per_a": [[-1.399, 2.865, 0.973], [-0.385, -0.562, -1.047], [-2.066, 4.365, -0.945], [-0.630, -0.706, 0.007], [1.254, -3.802, -0.736], [-1.664, 0.302, -0.203], [-1.098, 1.155, 2.237], [-1.141, -1.119, 0.600], [-0.412, -0.076, -0.469], [-1.002, -4.075, 0.384], [1.062, -0.929, -0.106], [-0.817, 1.070, 0.945], [1.521, -0.053, 0.713], [-1.906, 1.437, -0.318], [0.786, -0.993, -0.476], [-0.816, -0.791, -0.892], [1.760, 0.038, 2.227], [0.075, -1.096, -1.064], [-0.312, 0.333, -0.823], [0.848, -0.436, 0.056], [2.947, -1.256, -0.454], [-0.012, 0.967, -1.155], [0.561, -1.092, -0.595], [0.279, -1.758, 0.345], [-1.091, -1.171, 0.978], [0.566, -1.796, 0.222], [0.473, 1.081, -0.259], [0.968, -0.173, 0.143], [-0.590, 1.498, -0.282], [-0.133, 0.504, 1.160], [0.151, 0.388, -0.879], [1.181, 3.406, -1.182], [-0.261, -1.147, 0.040], [1.319, 0.498, 0.078], [-0.015, 3.123, 0.776]],
  "nbo_charge": [-0.806, 0.353, 0.789, 0.211, 0.367, -0.633, 0.398, 0.236, 0.214, -0.710, 0.219, -0.202, -0.574, 0.720, -0.631, 0.233, -0.186, -0.570, 0.233, 0.202, -0.642, 0.215, 0.242, -0.617, 0.204, 0.244, 0.205, 0.213, 0.490, 0.241, -0.198, -0.651, 0.219, 0.225, -0.252],
  "homo_ev": -9.75,
  "relative_energy_kcal_mol": 88.3,
  "lumo_energy_ev": 0.67
}